# 1
Density functional theory data (ωB97M-V/def2-TZVPD) for 23 unconnected molecules or ions with the total composition C44H24BrCl88N3O2.

The geometry in XYZ format:
```
162
Properties=species:S:1:pos:R:3:mulliken_charge:R:1
N 9.201 -1.375 0.304 -0.590
C 9.728 -1.462 -0.837 0.151
N 10.815 -2.387 -1.101 -0.491
N 9.377 -0.690 -1.934 0.060
C 8.235 0.200 -1.680 -1.073
C 6.893 -0.461 -2.041 0.059
C 5.745 0.526 -1.620 -0.593
C 4.663 0.610 -2.735 -1.318
C 3.276 0.328 -2.176 0.506
C 2.360 1.298 -1.843 -0.565
C 1.093 1.011 -1.367 0.571
C 0.131 2.157 -1.082 -0.148
C -0.217 2.412 0.411 -1.269
C 0.908 2.191 1.443 -0.009
Br -0.031 2.016 3.193 -0.182
C 0.785 -0.331 -1.196 -0.392
C 1.715 -1.319 -1.497 0.152
C 2.965 -1.005 -1.990 0.690
C 1.422 -2.805 -1.318 0.364
O 2.288 -3.612 -1.443 -0.535
C 0.010 -3.210 -1.024 0.481
C -0.337 -4.541 -1.062 -0.886
C -1.629 -4.903 -0.784 -0.248
C -2.539 -3.917 -0.447 -0.810
C -2.194 -2.602 -0.422 -0.689
C -0.898 -2.228 -0.726 0.445
C -0.569 -0.745 -0.709 0.567
O -1.429 0.001 -0.341 -0.689
H 9.654 -2.039 0.926 0.241
H 11.402 -2.464 -0.281 0.275
H 10.412 -3.293 -1.312 0.240
H 10.169 -0.104 -2.188 0.053
H 8.341 1.042 -2.387 0.445
H 8.212 0.656 -0.681 0.359
H 6.845 -0.600 -3.131 0.264
H 6.784 -1.430 -1.541 0.020
H 6.148 1.529 -1.437 0.570
H 5.274 0.092 -0.730 0.342
H 4.644 1.569 -3.272 0.509
H 4.873 -0.155 -3.497 0.518
H 2.619 2.346 -2.002 0.542
H -0.808 1.988 -1.626 0.784
H 0.608 3.075 -1.500 -0.718
H -0.473 3.483 0.485 0.428
H -1.111 1.879 0.737 0.637
H 1.478 1.268 1.334 0.455
H 1.532 3.081 1.542 -0.218
H 3.704 -1.783 -2.222 -0.990
H 0.398 -5.296 -1.332 0.487
H -1.937 -5.972 -0.832 0.565
H -3.549 -4.247 -0.202 0.379
H -2.921 -1.841 -0.153 0.486
C -0.114 3.820 -4.648 0.250
Cl 0.604 2.234 -4.364 -0.048
Cl -1.665 3.624 -5.476 -0.032
Cl -0.372 4.649 -3.096 -0.080
Cl 0.974 4.787 -5.652 -0.116
C -5.219 2.683 -7.644 0.279
Cl -6.425 1.687 -6.818 -0.112
Cl -4.066 1.641 -8.484 -0.051
Cl -6.025 3.736 -8.814 -0.110
Cl -4.360 3.673 -6.456 0.012
C 10.986 2.180 5.404 0.314
Cl 10.945 2.876 7.029 -0.095
Cl 11.776 3.311 4.298 -0.094
Cl 11.895 0.659 5.440 -0.106
Cl 9.341 1.868 4.850 -0.011
C -5.726 5.402 -2.931 0.237
Cl -6.414 6.717 -3.888 -0.081
Cl -6.383 3.859 -3.492 -0.075
Cl -3.963 5.402 -3.114 0.027
Cl -6.135 5.629 -1.225 -0.080
C -9.056 8.575 -1.538 0.258
Cl -9.600 7.065 -2.292 -0.054
Cl -7.818 8.236 -0.323 -0.049
Cl -8.382 9.640 -2.780 -0.090
Cl -10.434 9.371 -0.768 -0.082
C 2.103 6.228 1.011 0.147
Cl 2.414 7.969 0.983 -0.062
Cl 0.875 5.865 2.232 -0.062
Cl 1.501 5.726 -0.580 -0.044
Cl 3.605 5.398 1.434 -0.034
C -10.628 5.433 1.696 0.236
Cl -9.486 5.308 0.352 0.040
Cl -10.022 4.500 3.071 -0.067
Cl -10.805 7.127 2.168 -0.103
Cl -12.203 4.799 1.190 -0.109
C -10.297 0.362 2.470 0.243
Cl -10.369 -0.837 1.170 -0.113
Cl -8.607 0.662 2.902 -0.107
Cl -11.040 1.871 1.926 -0.006
Cl -11.170 -0.249 3.882 -0.009
C 11.402 -0.179 -5.562 0.368
Cl 12.036 0.246 -3.961 -0.120
Cl 12.060 0.936 -6.765 -0.097
Cl 11.875 -1.831 -5.968 -0.081
Cl 9.638 -0.058 -5.544 -0.071
C 4.051 1.438 4.911 0.174
Cl 3.402 2.688 3.846 0.048
Cl 3.580 -0.158 4.315 -0.092
Cl 5.814 1.585 4.971 -0.042
Cl 3.411 1.672 6.542 -0.106
C -2.810 -0.688 -11.751 0.347
Cl -1.526 0.376 -11.161 -0.086
Cl -2.198 -1.664 -13.092 -0.105
Cl -3.341 -1.751 -10.441 -0.086
Cl -4.175 0.289 -12.307 -0.083
C 5.170 8.429 4.446 0.293
Cl 6.445 8.221 3.238 -0.096
Cl 5.644 7.618 5.945 -0.085
Cl 4.930 10.153 4.759 -0.108
Cl 3.670 7.721 3.838 0.005
C -13.464 -3.074 5.956 0.294
Cl -13.125 -1.339 6.004 -0.109
Cl -14.568 -3.492 7.272 -0.062
Cl -14.207 -3.483 4.404 -0.056
Cl -11.950 -3.971 6.143 -0.085
C -3.798 -7.807 -3.033 0.274
Cl -2.492 -6.729 -2.486 -0.084
Cl -3.215 -8.838 -4.349 -0.105
Cl -4.319 -8.817 -1.681 -0.044
Cl -5.157 -6.833 -3.604 -0.107
C 5.823 -5.061 -1.660 0.351
Cl 5.750 -6.255 -2.963 -0.114
Cl 7.516 -4.720 -1.266 -0.106
Cl 5.028 -3.572 -2.180 -0.106
Cl 5.002 -5.696 -0.231 -0.102
C -15.435 -7.445 4.979 0.286
Cl -15.636 -7.578 3.228 -0.075
Cl -15.165 -9.051 5.667 -0.039
Cl -14.050 -6.409 5.336 -0.021
Cl -16.896 -6.738 5.688 -0.126
C 9.855 8.301 5.525 0.296
Cl 9.206 9.594 4.504 -0.087
Cl 9.275 6.735 4.943 -0.051
Cl 11.621 8.336 5.462 -0.080
Cl 9.320 8.545 7.193 -0.086
C 15.899 -3.189 -4.718 0.318
Cl 14.765 -2.000 -4.068 -0.020
Cl 17.556 -2.679 -4.369 -0.104
Cl 15.597 -4.763 -3.970 -0.099
Cl 15.677 -3.315 -6.468 -0.100
C -3.117 -12.231 0.765 0.358
Cl -4.472 -11.157 1.139 -0.095
Cl -1.600 -11.440 1.212 -0.091
Cl -3.289 -13.736 1.675 -0.100
Cl -3.109 -12.585 -0.967 -0.084
C -19.375 -6.744 0.936 0.338
Cl -17.942 -7.179 -0.008 -0.104
Cl -18.910 -6.483 2.620 -0.040
Cl -20.084 -5.262 0.281 -0.098
Cl -20.559 -8.054 0.847 -0.097
C -13.017 -11.628 8.197 0.342
Cl -11.936 -12.201 9.474 -0.104
Cl -14.581 -11.193 8.899 -0.091
Cl -12.309 -10.210 7.415 -0.065
Cl -13.246 -12.909 6.998 -0.095
C 13.952 11.577 7.440 0.338
Cl 14.678 10.005 7.800 -0.104
Cl 12.463 11.338 6.520 -0.038
Cl 13.584 12.417 8.952 -0.098
Cl 15.085 12.546 6.488 -0.098
```

Summary:
gap between HOMO and LUMO	8.65	eV

---

# 2
Density functional theory data (ωB97M-V/def2-TZVPD) for a molecular structure, C44H24Cl4N4O3PdS2.

The geometry in XYZ format:
```
82
Properties=species:S:1:pos:R:3:nbo_charge:R:1
Pd -0.440 -0.061 0.079 0.940
Cl -0.583 -9.114 -2.186 -0.048
C -0.479 -7.405 -1.862 -0.054
C -1.423 -6.808 -1.043 -0.245
C -1.312 -5.458 -0.762 -0.179
C -0.267 -4.708 -1.297 -0.027
C 0.658 -5.329 -2.130 -0.213
C 0.560 -6.680 -2.414 -0.202
C -0.152 -3.283 -0.944 0.112
C 0.265 -2.992 0.356 0.086
C 0.830 -3.955 1.250 -0.227
C 1.309 -3.267 2.321 -0.305
C 0.979 -1.885 2.111 0.187
C 1.290 -0.819 2.981 -0.109
C 2.243 -1.022 4.070 -0.016
C 2.124 -2.018 5.046 -0.154
C 3.077 -2.167 6.035 -0.258
C 4.175 -1.324 6.058 -0.065
Cl 5.395 -1.520 7.289 -0.052
C 4.315 -0.310 5.122 -0.236
C 3.356 -0.169 4.144 -0.197
C 0.808 0.499 2.815 0.162
N 0.126 0.988 1.755 -0.511
C -0.149 2.301 2.009 0.154
C -0.692 3.211 1.094 0.031
C -0.832 4.605 1.567 -0.054
C 0.292 5.355 1.915 -0.128
C 0.170 6.631 2.434 -0.267
C -1.097 7.161 2.608 -0.047
Cl -1.258 8.766 3.265 -0.043
C -2.231 6.449 2.255 -0.245
C -2.091 5.177 1.729 -0.177
C -0.977 2.931 -0.245 0.078
C -1.244 3.938 -1.225 -0.248
C -1.244 3.325 -2.438 -0.291
C -1.010 1.932 -2.204 0.166
N -0.851 1.721 -0.872 -0.505
C -0.857 0.964 -3.213 -0.125
C -0.679 -0.412 -2.951 0.159
C -0.743 -1.426 -3.959 -0.300
C -0.599 -2.624 -3.325 -0.250
C -0.411 -2.337 -1.940 0.084
N -0.486 -0.990 -1.744 -0.478
C -0.705 1.382 -4.609 -0.013
C 0.463 0.985 -5.281 -0.194
C 0.718 1.358 -6.583 -0.235
C -0.217 2.133 -7.254 -0.067
Cl 0.111 2.626 -8.890 -0.048
C -1.391 2.529 -6.632 -0.258
C -1.627 2.160 -5.320 -0.159
C 0.329 2.639 3.313 -0.277
C 0.941 1.528 3.804 -0.286
N 0.372 -1.753 0.908 -0.481
H -2.227 -7.397 -0.629 0.219
H -2.033 -4.959 -0.132 0.256
H 1.473 -4.750 -2.539 0.223
H 1.291 -7.167 -3.042 0.206
H 0.889 -5.012 1.059 0.209
H 1.843 -3.663 3.166 0.208
H 1.256 -2.659 5.045 0.219
H 2.971 -2.928 6.795 0.212
H 5.171 0.349 5.153 0.212
H 3.468 0.602 3.396 0.227
H 1.275 4.929 1.774 0.218
H 1.043 7.213 2.703 0.216
H -3.209 6.885 2.404 0.218
H -2.962 4.603 1.452 0.235
H -1.370 4.984 -1.013 0.210
H -1.366 3.774 -3.406 0.209
H -0.923 -1.258 -5.006 0.209
H -0.601 -3.604 -3.767 0.209
H 1.194 0.397 -4.743 0.229
H 1.634 1.059 -7.074 0.213
H -2.122 3.108 -7.179 0.212
H -2.550 2.454 -4.842 0.216
H 0.227 3.594 3.796 0.210
H 1.419 1.417 4.758 0.211
O -2.407 -2.054 -0.075 -1.031
S -2.886 -1.243 1.040 2.227
O -1.907 -1.005 2.095 -1.011
O -4.156 -1.737 1.565 -1.005
S -3.291 0.610 0.234 -0.266
```

Summary:
gap between HOMO and LUMO (spin up / spin down)	3.78 / 5.30	eV
expectation value of S²	2.0917
net charge	-2
2S+1	3

---

Computed values of max |F| (unit: hartree/bohr) for the preceding records, in sequence: 0.045; 0.053.